#a
C4H10N4O as an isolated structure, computed with the ωB97M-V functional and the def2-TZVPD basis.

Each line ends with the natural charge from an NBO analysis.
Atoms and positions in Å:
C 0.3311 1.2594 -2.1092  -0.60
C 0.7134 -0.0357 -1.3076  -0.49
C -0.0848 -0.3849 -0.0481  0.50
C -1.0437 0.6546 2.6077  0.24
H 0.5014 2.1478 -1.5130  0.22
H -0.8439 1.3389 -2.3210  0.22
H 0.8853 1.2359 -3.0690  0.22
H 1.8217 0.1914 -1.0795  0.24
H 0.6325 -0.9163 -1.9578  0.21
H -1.8042 -0.6955 1.3299  0.38
H -1.3634 0.1235 3.4941  0.17
H 0.0414 2.0635 1.9816  0.33
H 1.2077 -3.2059 0.5434  0.38
H 1.3043 -2.1523 -1.2790  0.34
N -1.6663 0.2878 1.3665  -0.33
N -0.1059 1.5068 2.8437  -0.66
N -0.1159 -1.5199 0.4943  -0.35
N 0.5342 -2.5510 -0.2679  -0.67
O -0.9448 0.6518 0.2908  -0.34

The calculation puts the orbital gap at 9.54 eV. The LUMO energy is 0.6 eV. The charge is 0.

#b
One molecule with the formula C4H10N4O, computed with the ωB97M-V functional and the def2-TZVPD basis.

Each line ends with the natural charge from an NBO analysis.
Atoms and positions in Å:
C -0.2521 -1.4572 -1.3958  -0.43
N -0.5694 -0.3950 -0.4570  -0.26
N -0.8879 -1.0050 0.9293  -0.39
N -1.9843 -0.4537 1.5979  -0.64
C 0.4899 0.4913 -0.1608  0.16
C 0.6602 1.7011 -1.0331  -0.64
N 1.6695 -0.1319 0.5329  -0.69
C 0.7378 0.4934 1.3276  0.69
O 0.6780 1.1240 2.3533  -0.58
H 0.6635 -1.9999 -1.1413  0.19
H -1.0871 -2.1537 -1.3989  0.22
H -0.1213 -0.9933 -2.3744  0.20
H -0.3073 -1.6173 1.5024  0.40
H -2.6683 -0.1615 0.9059  0.35
H -1.7240 0.3909 2.1125  0.34
H 1.2166 1.4525 -1.9382  0.21
H -0.3180 2.0714 -1.3336  0.24
H 1.1740 2.4832 -0.4742  0.23
H 2.6302 0.1606 0.4455  0.40

The calculation puts the orbital gap at 9.07 eV. The LUMO energy is 0.8 eV. Its SMILES is CN(NN)[C@]1(C)NC1=O. The charge is 0.

#c
One molecule with the formula C4H10N4O, computed with the ωB97M-V functional and the def2-TZVPD basis.

Each line ends with the natural charge from an NBO analysis.
Atoms and positions in Å:
C -1.2517 1.2280 1.0741  -0.72
C -0.1575 1.0621 0.0455  0.55
O -0.1626 1.6795 -1.0316  -0.58
C 1.3925 0.9922 0.7712  -0.31
N 2.0568 -0.1803 0.1409  -0.43
N 1.0055 -0.9934 0.4575  -0.28
C -0.0413 -1.0705 -0.4152  0.46
N -1.0676 -1.9282 -0.0400  -0.84
N 0.1110 -0.9048 -1.7750  -0.90
H -1.0642 0.6045 1.9490  0.22
H -2.2068 0.9692 0.6107  0.23
H -1.2994 2.2775 1.3683  0.24
H 1.4141 0.9470 1.8577  0.21
H 1.8216 1.9147 0.3788  0.20
H 2.1066 -0.0311 -0.8736  0.34
H -1.1789 -1.9586 0.9666  0.40
H -1.5072 -2.5295 -0.7249  0.41
H 0.7221 -1.4046 -2.4074  0.40
H -0.6931 -0.6736 -2.3526  0.39

The calculation puts the orbital gap (alpha / beta) at 8.57 / 8.57 eV. The LUMO energy (alpha / beta) is 0.2 / 0.2 eV. Its SMILES is CC(=O)CNN=C(N)N. The charge is 0.

Name the most stable of them. #c.

#a
An isolated ion of composition C7H14N and charge +1, computed with the ωB97M-V functional and the def2-TZVPD basis.

Each line ends with the natural charge from an NBO analysis.
Atoms and positions in Å:
C -1.1125 0.0732 2.9040  -0.30
C -0.1823 -0.2603 2.0158  -0.30
C 0.2944 0.7345 1.0081  -0.25
C -0.0128 1.0000 -0.2602  0.03
C 0.6462 2.1092 -0.9900  -0.66
C -0.7883 0.0055 -1.1336  -0.48
C 0.1556 -1.0479 -1.6755  -0.20
N 0.5364 -2.0181 -0.5296  -0.69
H -1.3614 -0.6131 3.6994  0.21
H -1.7344 0.9478 2.7762  0.21
H 0.2624 -1.2500 2.1102  0.19
H 1.0215 1.3893 1.4850  0.23
H 1.2829 1.8420 -1.8449  0.22
H -0.0680 2.7472 -1.5298  0.24
H 1.2565 2.7689 -0.3774  0.24
H -1.1212 0.6154 -1.9712  0.25
H -1.6615 -0.3946 -0.6176  0.24
H 1.0899 -0.5430 -1.8163  0.23
H -0.2170 -1.5974 -2.5313  0.24
H 0.5349 -2.9830 -0.8445  0.45
H -0.1603 -1.8960 0.2160  0.45
H 1.3391 -1.6297 -0.0926  0.45

The calculation puts the orbital gap at 9.94 eV. The LUMO energy is -3.4 eV. Its SMILES is C=C/C=C(/C)CC[NH3+]. The charge is +1.

#b
A 2-piece molecular cluster, C7H14N overall, computed with the ωB97M-V functional and the def2-TZVPD basis.

Each line ends with the natural charge from an NBO analysis.
Atoms and positions in Å:
C 1.3363 0.3923 2.7328  -0.10
C 1.1042 1.5367 2.1226  -0.18
C 0.0708 0.4981 2.0122  -0.27
C -1.2698 -1.7627 0.3392  -0.66
C 1.2617 0.4268 -1.6059  -0.63
C -0.0645 -0.9327 0.0397  -0.21
C -0.1112 -0.0027 -1.1260  -0.10
N -0.8624 1.2374 -0.6523  -0.72
H 1.9477 -0.2112 3.3552  0.26
H 1.4016 2.5332 1.9014  0.25
H -0.9228 0.4483 2.4212  0.21
H -2.1948 -1.1901 0.2948  0.19
H -1.3530 -2.5856 -0.3756  0.23
H -1.1869 -2.2074 1.3267  0.24
H 1.8166 0.9090 -0.8056  0.22
H 1.1939 1.0987 -2.4584  0.22
H 1.8245 -0.4463 -1.9231  0.25
H 0.8807 -1.4295 0.1961  0.22
H -0.6888 -0.4238 -1.9573  0.22
H -1.8761 1.0970 -0.6891  0.44
H -0.6171 2.0680 -1.2017  0.43
H -0.5647 1.3082 0.3598  0.47

The calculation puts the orbital gap at 8.33 eV. The LUMO energy is -3.2 eV. The charge is +1.

#c
An isolated ion of composition C7H14N and charge +1, computed with the ωB97M-V functional and the def2-TZVPD basis.

Each line ends with the natural charge from an NBO analysis.
Atoms and positions in Å:
C 3.0380 -2.7384 -1.4358  -0.30
C 1.7653 -2.3807 -1.4054  -0.25
C 1.4317 -1.0309 -0.9823  -0.16
C 0.7222 -0.6744 0.1295  -0.24
C 0.7209 0.8733 0.4547  -0.42
C -0.6585 1.4626 0.2193  -0.41
C -1.7840 1.0538 1.2322  -0.26
N -3.1053 1.6582 0.8512  -0.69
H 3.2658 -3.7064 -1.6134  0.20
H 3.8317 -2.1329 -1.3409  0.19
H 0.9371 -3.0367 -1.2484  0.21
H 1.9531 -0.1840 -1.6490  0.20
H 0.2777 -1.4149 0.6479  0.19
H 1.0400 1.0178 1.4254  0.21
H 1.5429 1.1312 -0.2346  0.25
H -0.5350 2.4362 0.0656  0.21
H -0.9786 1.1138 -0.8444  0.21
H -1.6338 -0.0351 1.3588  0.26
H -1.4679 1.3912 2.1948  0.23
H -3.0083 2.3714 0.1122  0.46
H -3.5859 2.0020 1.6671  0.45
H -3.7690 0.8229 0.3954  0.47

The calculation puts the orbital gap at 7.56 eV. The LUMO energy is -4.0 eV. Its SMILES is C=C/C=C/CCC[NH3+]. The charge is +1.

#d
A 2-piece molecular cluster, C7H14N overall, computed with the ωB97M-V functional and the def2-TZVPD basis.

Each line ends with the natural charge from an NBO analysis.
Atoms and positions in Å:
C -0.1241 0.7834 -1.7554  -0.42
C 0.3488 1.3827 -0.4327  -0.11
C 0.1257 -0.3742 -0.8210  -0.08
C 1.4867 -0.9728 -0.5520  -0.08
C -3.5003 -0.0630 0.6318  -0.66
C -2.1835 0.0882 -0.1348  -0.05
C -1.0833 -0.7502 -0.2092  -0.29
N 3.8246 -0.2720 1.5029  -1.05
H 0.5985 1.0253 -2.5848  0.28
H -1.1388 0.7659 -2.1067  0.28
H 1.2529 1.3794 0.2357  0.28
H -0.3636 2.0293 0.1178  0.24
H 2.4042 -0.4795 -0.7346  0.21
H 1.6355 -1.8008 0.0961  0.23
H -3.6518 0.8472 1.2393  0.24
H -3.4006 -0.8580 1.3818  0.23
H -4.3144 -0.3831 -0.0084  0.26
H -2.2159 1.0875 -0.6585  0.19
H -1.0995 -1.6270 0.5027  0.25
H 3.6933 -0.7033 2.3790  0.38
H 3.0826 -0.3903 0.8205  0.32
H 4.6232 -0.7148 1.0906  0.37

The calculation puts the orbital gap at 6.53 eV. The LUMO energy is -6.6 eV. The charge is +1.

Name the most stable of them. #a.

#a
An isolated ion of composition C7H14N and charge +1, computed with the ωB97M-V functional and the def2-TZVPD basis.

Each line ends with the natural charge from an NBO analysis.
Atoms and positions in Å:
C -2.0654 0.9666 2.2409  -0.32
C -1.0711 0.7534 1.3891  -0.28
C -0.7503 -0.6394 0.9512  -0.18
C 0.2963 -0.9591 0.2093  -0.02
C 0.5201 -2.2842 -0.3349  -0.66
C 1.3621 0.0714 -0.1498  -0.48
C 1.3293 0.4721 -1.6131  -0.20
N 0.1066 1.4054 -1.8067  -0.70
H -2.2520 1.9564 2.8149  0.22
H -2.6757 0.1784 2.7396  0.22
H -0.4375 1.5875 1.0755  0.18
H -1.3968 -1.4492 1.2592  0.23
H 0.6976 -2.3802 -1.3792  0.22
H 1.4197 -2.8215 0.0500  0.24
H -0.3958 -2.8958 -0.1402  0.24
H 2.3557 -0.4408 -0.1073  0.26
H 1.5723 0.9903 0.4690  0.24
H 1.0373 -0.4193 -2.2323  0.23
H 2.1974 0.9652 -2.0701  0.24
H 0.0739 2.1102 -2.5478  0.44
H -0.0305 1.9094 -0.9236  0.44
H -0.7422 0.8967 -2.0689  0.45

The calculation puts the orbital gap at 8.74 eV. The LUMO energy is -3.5 eV. Its SMILES is C=C/C=C(/C)CC[NH3+]. The charge is +1.

#b
A 2-piece molecular cluster, C7H14N overall, computed with the ωB97M-V functional and the def2-TZVPD basis.

Each line ends with the natural charge from an NBO analysis.
Atoms and positions in Å:
C -0.3147 -1.4015 -0.6300  -0.32
C -0.5704 -0.0687 -1.0883  -0.30
C -0.1606 -0.0411 0.4586  -0.13
C -1.2926 0.1682 1.3025  0.02
C 3.7019 0.2227 0.1998  -0.65
C 2.2574 0.1855 -0.1775  -0.06
C 1.2521 0.2307 0.7059  -0.24
N -3.7055 0.3829 -0.7042  -1.05
H -1.0627 -2.0256 -0.1841  0.24
H 0.6167 -1.8417 -0.9202  0.24
H -1.5993 0.1876 -1.3073  0.29
H 0.1221 0.6678 -1.5031  0.27
H -1.5649 -0.5942 2.0027  0.23
H -1.7260 1.1214 1.5675  0.22
H 4.1646 -0.5835 -0.3769  0.24
H 4.1931 1.2021 -0.1185  0.26
H 3.8321 0.0323 1.2412  0.23
H 2.1287 0.1659 -1.2546  0.21
H 1.5249 0.4975 1.7425  0.24
H -3.8791 1.3939 -0.5517  0.37
H -3.2967 0.1522 0.1992  0.32
H -4.6211 -0.0545 -0.6035  0.38

The calculation puts the orbital gap at 5.63 eV. The LUMO energy is -7.1 eV. The charge is +1.

Name the most stable of them. #a.

#a
A 3-piece molecular cluster, C6H18O2 overall, computed with the ωB97M-V functional and the def2-TZVPD basis.

Each line ends with the natural charge from an NBO analysis.
Atoms and positions in Å:
C -2.3783 1.4349 0.0780  -0.61
C -1.2814 0.5477 0.5398  -0.42
C -1.4416 -0.9337 -0.0325  -0.40
C -0.4711 -1.4304 -1.0391  -0.39
C 0.9750 -1.2960 -0.6769  -0.42
C 1.5236 -1.9824 0.5697  -0.61
H -3.3053 0.9862 0.3964  0.21
H -2.1085 2.4181 0.5407  0.21
H -2.2930 1.6040 -0.9756  0.20
H -0.3328 0.8505 0.2705  0.20
H -0.9576 0.3724 1.6284  0.21
H -1.6031 -1.5528 0.8621  0.20
H -2.4195 -0.9780 -0.4874  0.20
H -0.5153 -0.8108 -1.9876  0.19
H -0.6495 -2.4465 -1.2070  0.20
H 1.5851 -1.5748 -1.5304  0.20
H 1.1768 -0.1165 -0.6323  0.22
H 0.7635 -2.5142 1.1698  0.21
H 1.9106 -1.2353 1.3291  0.18
H 2.3154 -2.5990 0.3460  0.21
O 1.3434 1.9918 -0.8961  -0.92
H 0.5845 2.3884 -1.2368  0.47
H 1.9250 2.3400 -1.5053  0.47
O 1.8562 1.7093 1.8212  -0.95
H 2.0356 0.7305 1.6504  0.47
H 1.7623 2.0968 1.0050  0.48

The calculation puts the orbital gap at 10.55 eV. The LUMO energy is 0.3 eV. Its SMILES is CCCCCC.O.O. The charge is 0.

#b
A 3-piece molecular cluster, C6H18O2 overall, computed with the ωB97M-V functional and the def2-TZVPD basis.

Each line ends with the natural charge from an NBO analysis.
Atoms and positions in Å:
C 1.4478 1.3473 -0.9864  -0.61
C 1.7940 0.9134 0.4412  -0.43
C 0.6935 0.0887 0.9822  -0.42
C -0.8254 0.5120 0.7651  -0.23
C -1.8823 -0.6192 1.2492  -0.65
C -0.9305 1.7785 1.4297  -0.61
H 0.9986 2.3590 -1.0159  0.21
H 2.3441 1.2103 -1.7495  0.21
H 0.8937 0.5011 -1.4217  0.19
H 1.9070 1.9525 0.9406  0.20
H 2.7661 0.3686 0.2069  0.23
H 0.8515 -0.0664 2.1018  0.20
H 0.7711 -0.9684 0.7524  0.22
H -0.9196 0.6781 -0.3602  0.21
H -1.5678 -1.2032 2.2140  0.20
H -2.0736 -1.4872 0.4519  0.24
H -2.6545 -0.0727 1.8151  0.23
H -0.8708 1.4599 2.5251  0.20
H -0.2210 2.5081 1.1949  0.21
H -1.8862 2.3245 1.1644  0.20
O 1.2811 -1.7155 -1.4592  -0.95
H 0.5018 -1.2404 -1.7387  0.48
H 1.6711 -2.2112 -2.0999  0.47
O -1.5445 -1.5521 -1.6494  -0.93
H -1.3686 -2.2479 -2.3427  0.47
H -0.8193 -1.8478 -1.0547  0.47

The calculation puts the orbital gap at 10.41 eV. The LUMO energy is 0.4 eV. Its SMILES is CCCC(C)C.O.O. The charge is 0.

Name the most stable of them. #a.